1.
13
Properties=species:S:1:pos:R:3 method="wB97M-V/def2-TZVPD" relative_energy_ev=2.188 lumo_energy_ev=-0.27 e_tot_ev=-19532.693
S -1.169 1.623 0.527
N -0.561 0.253 1.382
N 1.217 -1.088 1.952
N -0.997 0.120 -1.643
C 0.382 -0.068 -1.434
C 0.592 -0.393 1.091
C -1.762 0.860 -0.926
C 1.087 -0.299 -0.310
H -2.729 1.118 -1.354
H 2.115 -0.498 -0.565
H 2.112 -1.306 1.556
H 0.853 -0.182 -2.410
H -1.141 -0.140 2.134


2.
104
Properties=species:S:1:pos:R:3 method="wB97M-V/def2-TZVPD" relative_energy_ev=1.815 lumo_energy_ev=0.12 e_tot_ev=-48435.234 smiles="NC(N)=O.CC(C)O.CC(C)O.CC(C)O.CC(C)O.CC(C)O.CC(C)O.CC(C)O.CC(C)O"
O 3.466 -2.279 1.434
O 4.017 -5.121 -2.231
O 3.363 1.120 -3.444
O -0.141 3.263 -0.175
O -2.075 3.979 -2.229
O -2.571 -3.105 -0.519
O 0.456 0.582 -0.177
O -2.364 -3.036 4.685
O 0.122 3.580 2.486
N 0.366 -1.681 0.071
N -1.265 -0.579 -1.108
C -3.418 3.589 -2.537
C -1.782 2.348 3.258
C 0.811 4.170 -0.803
C -2.455 -0.644 5.152
C 3.143 -3.135 3.616
C 2.623 0.175 -5.534
C -3.934 -3.191 -0.099
C -3.734 4.259 -3.866
C 2.269 0.413 -4.073
C 0.247 5.565 -0.521
C 2.161 3.903 -0.177
C -1.634 -1.780 4.621
C 3.520 -1.898 2.803
C 0.957 1.141 -3.838
C 3.446 -4.039 -2.981
C -4.479 -1.793 0.138
C -3.455 2.063 -2.694
C 4.342 -3.909 -4.230
C -4.034 -4.161 1.090
C -0.250 2.354 3.111
C -1.263 -1.597 3.144
C 3.491 -2.778 -2.113
C -0.162 -0.486 -0.301
C 0.662 2.313 4.327
C 2.547 -0.754 3.046
H -3.857 -1.164 0.774
H 0.052 1.569 2.398
H -2.121 -1.445 2.487
H 2.519 -2.599 -1.654
H 0.311 3.078 5.028
H 2.470 -0.459 4.091
H 1.579 -1.170 2.737
H -1.730 -1.487 -1.111
H 0.886 2.019 -4.485
H -4.466 -3.694 -0.920
H 2.866 1.093 -6.066
H 4.286 -2.770 -1.363
H 4.533 -2.859 -4.457
H -4.059 3.938 -1.727
H -1.946 -3.606 5.333
H -0.103 -2.522 -0.197
H 0.635 1.374 4.891
H 3.295 2.063 -3.630
H 2.630 0.104 2.375
H -2.191 -3.991 -0.500
H -2.866 4.389 -4.513
H 3.629 -5.175 -1.353
H 0.888 4.031 -1.885
H 1.267 -1.723 0.511
H 2.542 -3.776 2.955
H -4.440 3.696 -4.480
H -2.678 1.666 -3.345
H 1.799 -0.338 -6.042
H 0.128 0.524 -4.211
H -1.764 0.273 -1.257
H -4.735 -1.329 -0.812
H 3.959 -3.817 3.852
H -3.249 1.635 -1.709
H 0.653 6.342 -1.163
H -5.055 -4.267 1.459
H 2.242 4.181 0.875
H -2.131 2.696 4.237
H 3.432 -0.551 -5.627
H -0.840 5.536 -0.570
H -3.400 -3.871 1.928
H 3.508 -1.541 0.816
H -0.787 -1.906 5.300
H 0.408 5.799 0.537
H -4.147 5.257 -3.704
H -0.838 -2.499 2.702
H -2.552 -0.667 6.237
H -0.583 -0.746 3.211
H 0.201 2.365 -0.397
H -2.252 3.079 2.599
H 2.993 4.411 -0.674
H -0.075 3.617 1.528
H -3.446 -0.551 4.689
H 3.815 -1.887 -2.659
H 5.265 -4.477 -4.182
H -2.232 1.382 3.025
H -2.145 0.370 4.888
H 0.700 1.320 -2.796
H -5.391 -1.891 0.734
H 4.543 -1.627 3.083
H 2.463 -2.960 4.447
H -1.836 3.808 -1.303
H 2.353 -0.518 -3.512
H 3.776 -4.216 -5.115
H 1.706 2.526 4.116
H -4.450 1.699 -2.956
H 2.392 2.835 -0.226
H 2.417 -4.293 -3.234
H -3.771 -5.132 0.660


3.
78
Properties=species:S:1:pos:R:3 method="wB97M-V/def2-TZVPD" relative_energy_ev=3.465 s2=3.7674 lumo_energy_ev="-0.12 / -0.50" e_tot_ev=-92698.751 spin_multiplicity=4
Tc 10.001 12.350 10.068
S 11.004 12.318 13.763
P 9.052 13.326 6.959
P 7.854 14.772 9.319
O 8.933 15.894 9.187
O 8.752 10.970 10.626
O 10.303 11.045 13.865
O 10.425 13.537 14.270
O 11.049 14.324 9.764
O 6.530 15.506 9.685
O 8.331 13.650 10.253
O 10.158 14.523 6.941
O 7.141 15.290 6.807
O 9.427 12.466 8.137
O 8.873 12.625 5.674
N 10.889 9.939 8.749
N 11.863 13.869 11.853
N 11.451 11.653 10.879
N 11.146 12.746 11.802
C 12.092 16.076 11.052
C 10.655 8.304 12.354
C 12.969 11.927 15.488
C 15.119 11.963 13.675
C 12.746 18.749 11.511
C 14.564 8.279 9.810
C 12.288 8.494 6.810
C 10.352 9.688 7.577
C 12.797 17.842 12.558
C 7.518 14.191 7.620
C 11.045 9.023 6.549
C 13.829 12.256 13.219
C 11.737 10.341 11.373
C 9.148 9.857 11.372
C 8.090 8.999 11.700
C 12.837 8.659 8.108
C 12.468 16.514 12.338
C 12.140 16.976 9.985
C 9.612 7.476 12.748
C 13.808 9.012 10.748
C 12.457 18.306 10.219
C 14.086 8.138 8.514
C 6.267 13.302 7.598
C 10.491 9.526 11.695
C 12.743 12.152 14.128
C 11.636 14.714 10.866
C 12.603 9.596 10.385
C 15.333 11.691 15.041
C 8.317 7.816 12.373
C 14.275 11.680 15.948
C 12.083 9.392 9.072
H 15.508 7.813 10.085
H 5.359 13.893 7.773
H 9.342 10.082 7.409
H 14.186 9.110 11.762
H 9.835 15.502 9.275
H 15.956 11.917 12.983
H 12.429 10.314 12.238
H 10.626 8.987 5.551
H 12.478 15.769 13.136
H 11.972 16.632 8.983
H 7.109 9.336 11.396
H 14.443 11.452 16.994
H 13.697 12.640 12.205
H 6.299 12.504 8.351
H 13.070 18.172 13.550
H 9.843 6.593 13.336
H 12.139 11.898 16.170
H 12.872 7.990 6.057
H 7.479 7.182 12.603
H 6.188 12.835 6.613
H 14.650 7.605 7.764
H 16.337 11.490 15.388
H 12.949 19.795 11.689
H 6.370 15.695 10.642
H 10.474 14.627 6.042
H 7.844 15.921 6.656
H 12.476 19.007 9.385
H 11.678 7.977 12.583